{"formula": "C36H29ClF12NO2ReSe", "method": "ωB97M-V/def2-TZVPD", "orbital_gap_ev": [3.9, 4.1], "e_lumo_ev": [-8.8, -8.8], "total_energy_ha": -5732.15414, "charge": 2, "symbols": ["Re", "C", "C", "C", "C", "C", "N", "C", "C", "C", "C", "C", "C", "C", "C", "O", "C", "F", "F", "F", "C", "F", "F", "F", "C", "C", "C", "O", "C", "F", "F", "F", "C", "F", "F", "F", "H", "H", "H", "H", "H", "H", "H", "H", "H", "H", "H", "H", "C", "C", "C", "C", "C", "C", "Se", "C", "C", "C", "H", "H", "H", "H", "H", "H", "H", "H", "H", "H", "H", "Cl", "C", "C", "C", "C", "C", "C", "C", "H", "H", "H", "H", "H", "H"], "positions_angstrom": [[-0.672, 0.214, 1.460], [1.975, -3.912, -3.123], [1.627, -2.805, -2.105], [2.141, -1.525, -2.162], [1.924, -0.708, -1.081], [1.170, -1.118, 0.054], [1.113, -0.303, 1.199], [2.255, 0.057, 1.863], [3.446, -0.761, 1.696], [4.619, -0.562, 2.412], [4.694, 0.601, 3.265], [5.843, 0.905, 4.184], [3.531, 1.409, 3.344], [2.271, 1.082, 2.786], [1.166, 2.097, 2.939], [-0.101, 1.610, 2.581], [1.408, 3.408, 2.024], [1.395, 3.044, 0.740], [0.456, 4.313, 2.190], [2.640, 3.859, 2.222], [0.969, 2.447, 4.471], [0.907, 1.272, 5.163], [-0.238, 3.007, 4.633], [1.983, 3.187, 4.988], [0.454, -2.320, 0.065], [0.855, -3.167, -1.004], [-0.371, -2.738, 1.303], [-1.037, -1.559, 1.886], [-1.593, -3.581, 0.817], [-2.480, -3.765, 1.835], [-2.185, -2.919, -0.219], [-1.249, -4.786, 0.390], [0.401, -3.466, 2.417], [-0.355, -4.062, 3.274], [1.221, -2.627, 3.118], [1.249, -4.365, 1.855], [2.946, -4.342, -2.862], [1.911, -3.440, -4.100], [1.222, -4.671, -3.059], [2.645, -1.231, -3.054], [2.490, 0.234, -1.045], [3.386, -1.628, 1.067], [5.458, -1.213, 2.369], [6.794, 0.780, 3.625], [5.720, 0.145, 5.045], [5.858, 1.882, 4.644], [3.617, 2.362, 3.823], [0.484, -4.164, -0.932], [-4.380, 3.734, 3.832], [-3.641, 3.063, 2.708], [-3.617, 1.697, 2.505], [-3.135, 1.165, 1.293], [-3.798, -0.153, 0.757], [-2.357, 2.000, 0.440], [-1.113, 1.106, -0.695], [-2.287, 3.372, 0.671], [-1.632, 4.378, -0.368], [-3.060, 3.886, 1.741], [-3.873, 3.896, 4.762], [-5.335, 3.204, 4.077], [-4.574, 4.784, 3.533], [-4.192, 1.066, 3.178], [-3.218, -0.684, -0.051], [-4.755, 0.146, 0.308], [-3.891, -0.887, 1.560], [-1.033, 3.775, -1.042], [-1.027, 5.161, 0.055], [-2.529, 4.750, -0.868], [-3.183, 4.970, 1.804], [-0.058, 0.209, -4.797], [-0.663, -0.719, -6.292], [-0.054, -0.453, -7.467], [-0.325, -1.171, -8.630], [-1.296, -2.178, -8.547], [-1.994, -2.379, -7.370], [-1.638, -1.720, -6.157], [-2.469, -1.813, -5.009], [0.714, 0.362, -7.470], [0.117, -0.854, -9.590], [-1.463, -2.780, -9.413], [-2.715, -3.193, -7.329], [-2.080, -1.565, -4.023], [-3.413, -2.348, -5.108]]}

{"formula": "C36H29CoN4O6P2Te", "method": "ωB97M-V/def2-TZVPD", "orbital_gap_ev": [7.0, 7.0], "e_lumo_ev": [2.2, 2.2], "total_energy_ha": -4393.29141, "multiplicity": 2, "charge": -1, "symbols": ["Co", "Te", "C", "C", "C", "N", "C", "C", "C", "P", "C", "C", "C", "C", "C", "C", "C", "C", "C", "C", "C", "C", "P", "C", "C", "C", "C", "C", "C", "C", "C", "C", "C", "C", "C", "H", "H", "H", "H", "H", "H", "H", "H", "H", "H", "H", "H", "H", "H", "H", "H", "H", "H", "H", "H", "H", "H", "H", "H", "C", "C", "N", "C", "C", "N", "C", "O", "O", "C", "O", "O", "H", "H", "H", "H", "H", "O", "N", "O"], "positions_angstrom": [[-0.546, 0.489, 2.246], [2.545, -2.013, -0.022], [2.937, -1.935, -2.111], [3.622, -2.963, -2.757], [3.816, -2.894, -4.129], [3.393, -1.881, -4.891], [2.743, -0.896, -4.259], [2.492, -0.878, -2.894], [0.991, -0.633, 0.064], [1.206, 1.015, 0.738], [0.935, 2.156, -0.686], [1.475, 3.447, -0.680], [1.151, 4.360, -1.676], [0.242, 4.013, -2.669], [-0.333, 2.749, -2.659], [0.013, 1.827, -1.675], [2.999, 1.148, 1.028], [3.476, 0.840, 2.303], [4.842, 0.834, 2.559], [5.742, 1.144, 1.547], [5.271, 1.447, 0.277], [3.907, 1.442, 0.015], [-0.631, -1.129, 0.630], [-1.558, -1.311, -0.946], [-0.929, -1.876, -2.056], [-1.571, -1.905, -3.286], [-2.854, -1.374, -3.418], [-3.489, -0.817, -2.319], [-2.841, -0.784, -1.085], [-0.519, -2.837, 1.268], [-1.096, -3.944, 0.661], [-0.905, -5.215, 1.199], [-0.152, -5.381, 2.350], [0.385, -4.268, 2.991], [0.194, -3.005, 2.457], [3.986, -3.823, -2.200], [4.329, -3.699, -4.651], [2.399, -0.076, -4.886], [1.932, -0.066, -2.443], [2.154, 3.734, 0.117], [1.596, 5.350, -1.665], [-0.023, 4.729, -3.438], [-1.063, 2.476, -3.414], [-0.432, 0.838, -1.677], [2.769, 0.606, 3.089], [5.202, 0.590, 3.553], [6.808, 1.145, 1.746], [5.968, 1.690, -0.519], [3.552, 1.663, -0.984], [0.069, -2.287, -1.948], [-1.065, -2.332, -4.145], [-3.353, -1.393, -4.380], [-4.484, -0.399, -2.421], [-3.336, -0.343, -0.224], [-1.695, -3.824, -0.231], [-1.350, -6.076, 0.713], [0.003, -6.373, 2.760], [0.945, -4.390, 3.912], [0.583, -2.132, 2.971], [-1.788, 3.856, 0.783], [-2.666, 2.742, 1.240], [-2.277, 1.607, 1.774], [-3.410, 0.925, 2.153], [-4.516, 1.659, 1.805], [-4.015, 2.797, 1.230], [-5.996, 1.485, 1.868], [-6.451, 0.402, 2.424], [-6.699, 2.359, 1.391], [-3.255, -0.347, 2.932], [-4.299, -0.969, 3.255], [-2.080, -0.685, 3.211], [-0.836, 3.462, 0.443], [-1.602, 4.540, 1.616], [-2.256, 4.416, -0.030], [-4.606, 3.544, 0.903], [-5.671, -0.212, 2.781], [-0.641, 1.911, 4.734], [-0.096, 1.441, 3.790], [0.712, 0.485, 3.946]]}

{"formula": "C36H29F3GeMoN4O3S2", "method": "ωB97M-V/def2-TZVPD", "orbital_gap_ev": [6.9, 6.0], "e_lumo_ev": [-6.5, -7.4], "total_energy_ha": -5074.60285, "multiplicity": 3, "charge": 2, "symbols": ["Mo", "C", "C", "N", "N", "C", "S", "S", "C", "C", "C", "C", "C", "C", "C", "C", "C", "C", "C", "C", "C", "O", "H", "H", "H", "H", "H", "H", "H", "H", "H", "H", "H", "H", "H", "H", "N", "C", "C", "C", "C", "N", "C", "C", "H", "H", "H", "H", "Ge", "C", "C", "C", "C", "C", "C", "C", "C", "C", "C", "C", "C", "H", "H", "H", "H", "H", "H", "H", "H", "H", "H", "H", "F", "C", "F", "F", "C", "O", "O"], "positions_angstrom": [[-0.302, 0.584, -0.570], [-1.872, 0.715, 3.582], [-1.761, 0.507, 2.105], [-0.573, 0.351, 1.542], [0.456, 0.097, 2.441], [1.492, -0.457, 1.974], [1.620, -0.792, 0.198], [2.913, -0.944, 2.814], [2.491, -0.606, 4.569], [1.852, -1.785, 5.240], [2.648, -2.761, 5.829], [2.069, -3.864, 6.438], [0.689, -3.999, 6.462], [-0.112, -3.026, 5.881], [0.467, -1.923, 5.273], [-2.985, 0.428, 1.334], [-4.216, 0.804, 1.913], [-5.408, 0.568, 1.275], [-5.416, -0.087, 0.040], [-4.237, -0.471, -0.558], [-3.019, -0.195, 0.064], [-1.896, -0.539, -0.574], [-0.906, 0.850, 4.049], [-2.482, 1.600, 3.761], [-2.387, -0.128, 4.044], [3.459, -0.370, 5.011], [1.877, 0.293, 4.585], [3.727, -2.656, 5.821], [2.696, -4.614, 6.901], [0.237, -4.856, 6.943], [-1.189, -3.122, 5.914], [-0.156, -1.156, 4.832], [-4.230, 1.295, 2.874], [-6.336, 0.880, 1.731], [-6.356, -0.288, -0.457], [-4.223, -0.966, -1.520], [1.368, -3.210, -6.854], [1.117, -2.635, -5.893], [0.815, -1.918, -4.686], [1.151, -0.573, -4.566], [0.859, 0.075, -3.387], [0.264, -0.547, -2.357], [-0.068, -1.845, -2.474], [0.190, -2.562, -3.621], [1.629, -0.041, -5.376], [1.101, 1.121, -3.261], [-0.561, -2.300, -1.627], [-0.091, -3.604, -3.685], [2.451, 1.322, -0.326], [3.600, 1.110, -1.839], [4.210, -0.109, -2.129], [5.035, -0.214, -3.240], [5.239, 0.886, -4.060], [4.629, 2.102, -3.774], [3.809, 2.219, -2.663], [2.850, 2.345, 1.225], [1.848, 3.039, 1.906], [2.178, 3.785, 3.026], [3.498, 3.836, 3.459], [4.496, 3.152, 2.777], [4.178, 2.406, 1.654], [1.023, 1.884, -0.915], [4.057, -0.974, -1.494], [5.521, -1.155, -3.463], [5.883, 0.800, -4.925], [4.798, 2.959, -4.412], [3.349, 3.177, -2.441], [0.819, 3.015, 1.562], [1.413, 4.338, 3.553], [3.752, 4.426, 4.330], [5.522, 3.208, 3.114], [4.960, 1.882, 1.117], [-3.948, 2.991, -1.885], [-2.786, 3.581, -1.620], [-2.365, 4.235, -2.695], [-2.934, 4.422, -0.610], [-1.761, 2.490, -1.256], [-1.313, 2.374, -0.078], [-1.360, 1.665, -2.112]]}